Entry 1:
The following is a DFT calculation (ωB97M-V/def2-TZVPD) of a single C20H28N2O2 molecule.

Summary:
Spin multiplicity   1
Frontier orbital gap   9.729 eV
LUMO   0.61 eV
SMILES   CC[C@H](C)N1C(=O)c2ccccc2[C@H]1C(=O)NC1CCCCCC1
DFT total energy   -28271.7130 eV
Total charge   0
Energy relative to the best compared isomer or geometry (same formula, charge and spin)   0.1 kcal per mole

Atoms and positions in Å:
O1 0.570 0.441 -2.744
O2 2.002 -1.287 2.415
N1 -0.221 0.594 -0.627
N2 2.146 -0.690 0.206
C1 -1.530 2.402 0.334
C2 4.385 -0.088 -0.583
C3 -0.927 -4.098 0.491
C4 2.733 1.700 0.151
C5 -2.195 1.717 1.529
C6 0.583 0.105 -1.581
C7 -2.999 -0.372 -0.445
C8 -3.677 1.426 1.290
C9 0.636 -2.170 -0.703
C10 -0.977 -3.899 -0.882
C11 1.667 -1.422 1.256
C12 3.229 0.263 0.353
C13 -1.307 1.519 -0.892
C14 -0.200 -2.928 -1.497
C15 -0.092 -3.333 1.290
C16 1.519 -1.011 -1.056
C17 3.785 2.740 0.518
C18 -3.965 0.059 0.663
C19 -2.548 0.752 -1.379
C20 0.685 -2.366 0.677
H1 4.143 0.173 -1.611
H2 5.278 0.455 -0.290
H3 -4.212 1.473 2.241
H4 -0.557 2.796 0.641
H5 -3.943 -0.706 1.442
H6 -4.088 2.214 0.657
H7 -2.144 3.255 0.037
H8 4.634 2.695 -0.158
H9 2.248 -1.238 -1.838
H10 -2.284 0.317 -2.345
H11 -4.982 0.082 0.264
H12 3.556 0.145 1.394
H13 3.358 3.738 0.458
H14 -0.140 0.234 0.311
H15 -3.497 -1.142 -1.039
H16 2.428 1.838 -0.889
H17 -1.547 -4.859 0.940
H18 -0.246 -2.767 -2.563
H19 -1.672 0.797 1.795
H20 -0.041 -3.475 2.359
H21 -1.635 -4.509 -1.483
H22 4.602 -1.153 -0.527
H23 -3.363 1.457 -1.547
H24 -2.120 -0.848 -0.007
H25 -0.968 2.152 -1.722
H26 1.855 1.850 0.784
H27 -2.104 2.393 2.383
H28 4.139 2.579 1.534



Entry 2:
The following is a DFT calculation (ωB97M-V/def2-TZVPD) of a single C20H28N2O6 molecule.

Summary:
Spin multiplicity   1
Frontier orbital gap   7.624 eV
LUMO   -0.77 eV
SMILES   CCOC(=O)CN1CCN(C(=O)/C=C/c2cc(OC)c(OC)c(OC)c2)CC1
DFT total energy   -36439.0223 eV
Total charge   0
Energy relative to the best compared isomer or geometry (same formula, charge and spin)   557.3 kcal per mole

Atoms and positions in Å:
O1 -3.748 -2.666 0.434
O2 5.584 -0.669 0.009
O3 4.977 2.394 0.028
O4 -1.761 3.806 -1.863
O5 -4.647 -1.648 -1.115
O6 3.440 -2.327 -0.647
N1 -2.429 2.508 -0.031
N2 -4.368 0.747 0.735
C1 2.754 1.892 -0.085
C2 5.769 -1.477 0.906
C3 3.934 1.364 0.151
C4 -4.523 -1.649 -0.030
C5 1.643 0.905 -0.343
C6 2.011 -0.304 -0.652
C7 6.433 1.939 0.392
C8 3.150 -0.890 -0.355
C9 -4.541 1.331 -0.377
C10 -3.947 2.808 -0.216
C11 -0.158 2.691 -0.357
C12 -2.864 0.504 1.121
C13 -5.074 -0.508 0.751
C14 -2.360 2.023 1.185
C15 4.228 -0.110 -0.248
C16 -2.918 -3.476 -0.187
C17 0.356 1.292 -0.506
C18 -1.666 -2.942 -0.556
C19 2.487 -2.929 -1.014
C20 -1.470 3.216 -0.731
H1 -4.267 3.289 0.603
H2 -5.405 1.521 -0.601
H3 -1.074 -2.682 0.315
H4 6.765 2.845 0.623
H5 5.455 -1.209 1.812
H6 -1.737 -2.184 -1.219
H7 -3.785 3.272 -1.136
H8 -5.901 -0.264 0.494
H9 -4.148 1.020 -1.340
H10 2.578 2.890 0.162
H11 -0.340 0.609 -0.588
H12 6.855 -1.768 0.956
H13 -4.989 -0.877 1.840
H14 1.992 -2.794 -1.730
H15 -2.798 -4.234 0.454
H16 -1.128 -3.638 -0.936
H17 -3.627 -3.774 -1.076
H18 -1.323 1.896 1.555
H19 0.956 -0.922 -0.731
H20 1.650 -3.175 -0.269
H21 -2.721 2.545 2.009
H22 6.555 1.126 1.289
H23 0.469 3.612 -0.128
H24 -2.435 0.200 0.351
H25 -2.783 0.034 2.012
H26 6.773 1.562 -0.510
H27 5.169 -2.631 0.753
H28 2.950 -4.095 -1.362



Entry 3:
The following is a DFT calculation (ωB97M-V/def2-TZVPD) of a molecular structure, C20H28N4O.

Summary:
Spin multiplicity   1
Frontier orbital gap   6.946 eV
LUMO   -0.99 eV
DFT total energy   -29184.8966 eV
Total charge   0
Energy relative to the best compared isomer or geometry (same formula, charge and spin)   441.4 kcal per mole

Atoms and positions in Å:
O1 3.519 0.220 1.816
N1 0.886 4.295 1.202
N2 -1.235 -2.848 0.268
N3 1.547 1.524 1.688
N4 -0.122 -3.474 -1.963
C1 -1.708 -5.176 -2.354
C2 2.085 2.447 2.679
C3 -0.297 6.054 0.696
C4 1.680 -0.494 0.410
C5 0.566 -2.685 -1.256
C6 2.214 -0.861 -0.849
C7 -2.868 -4.572 0.111
C8 0.281 -1.175 0.639
C9 -2.668 -5.690 0.862
C10 1.632 -1.880 -1.469
C11 2.158 0.396 1.291
C12 1.014 5.550 0.817
C13 0.352 3.353 0.494
C14 -0.115 -2.281 0.069
C15 -0.951 -5.393 -3.845
C16 0.308 1.955 1.080
C17 -1.836 -3.749 -0.282
C18 2.331 3.837 2.090
C19 -0.840 6.339 -0.673
C20 -1.295 -4.130 -1.667
H1 -1.884 -5.456 1.626
H2 -1.724 6.804 -0.811
H3 1.688 5.551 -0.158
H4 -0.691 3.741 0.208
H5 1.465 6.100 1.502
H6 -3.488 -3.793 0.635
H7 -1.297 -6.138 -4.292
H8 2.470 4.449 2.713
H9 3.105 -0.338 -0.835
H10 -0.592 1.934 1.899
H11 -1.011 5.581 1.234
H12 -0.281 7.311 1.293
H13 2.982 2.156 3.016
H14 1.259 2.677 3.464
H15 -0.141 6.911 -1.308
H16 0.120 -5.786 -3.410
H17 2.955 3.734 1.382
H18 -3.323 -6.372 1.420
H19 -0.041 1.287 0.446
H20 -3.603 -4.879 -0.696
H21 -0.755 5.254 -1.357
H22 -0.548 -4.613 -4.298
H23 -1.531 -6.161 -2.110
H24 -0.221 -1.036 1.999
H25 -2.053 -6.406 0.317
H26 2.188 -2.191 -2.428
H27 -2.672 -4.977 -2.885
H28 0.989 3.091 -0.416



Entry 4:
The following is a DFT calculation (ωB97M-V/def2-TZVPD) of a molecular structure, C20H28NO2OsP.

Summary:
Expectation value of S²   6.03
Spin multiplicity   5
Frontier orbital gap (spin up / spin down)   7.353 / 4.776 eV
LUMO (spin up / spin down)   -6.49 / -9.06 eV
DFT total energy   -38515.6214 eV
Total charge   +2
Energy relative to the best compared isomer or geometry (same formula, charge and spin)   0.0 kcal per mole

Atoms and positions in Å:
Os1 -0.058 1.053 0.179
P1 0.750 2.642 -1.042
O1 -1.008 0.215 1.717
O2 0.901 -0.987 1.838
N1 0.654 -3.224 -2.310
C1 -1.417 0.197 4.407
C2 0.591 -2.982 -3.720
C3 -1.520 0.320 5.793
C4 -0.957 -1.965 -0.812
C5 -0.974 1.348 -2.673
C6 0.445 -1.082 6.063
C7 2.353 1.996 -1.593
C8 -1.324 -0.884 -1.764
C9 1.903 -3.006 -1.639
C10 -0.581 -0.307 6.623
C11 -2.174 -1.163 -2.839
C12 -0.349 -0.520 3.853
C13 1.013 4.371 -0.627
C14 -0.106 -0.471 2.372
C15 -2.414 -0.209 -3.829
C16 0.562 -1.188 4.677
C17 -0.252 2.657 -2.613
C18 -1.793 1.035 -3.759
C19 -0.544 -3.283 -1.521
C20 -0.836 0.440 -1.602
H1 -2.328 0.914 6.221
H2 -2.135 0.674 3.737
H3 -0.354 -4.033 -0.736
H4 1.165 -1.592 6.702
H5 -3.075 -0.448 -4.661
H6 2.361 1.907 -2.685
H7 0.258 4.995 -1.122
H8 -0.164 -3.643 -4.173
H9 2.497 1.011 -1.125
H10 -0.648 -0.197 7.707
H11 0.924 4.476 0.461
H12 2.021 4.665 -0.945
H13 -1.363 -3.629 -2.165
H14 -0.164 -1.639 -0.120
H15 -0.198 2.499 1.145
H16 2.039 -1.951 -1.331
H17 -1.833 -2.211 -0.187
H18 3.127 2.695 -1.262
H19 0.435 2.807 -3.460
H20 2.728 -3.279 -2.311
H21 1.942 -3.632 -0.735
H22 -0.937 3.519 -2.581
H23 1.578 -3.188 -4.156
H24 -0.893 2.417 0.851
H25 0.312 -1.937 -3.953
H26 -2.645 -2.145 -2.894
H27 1.365 -1.762 4.214
H28 -1.931 1.788 -4.538